# 1
10
Properties=species:S:1:pos:R:3:forces:R:3:mulliken_charge:R:1 method="wB97M-V/def2-TZVPD" smiles=F[Si](F)(F)[SiH](S)S homo_ev=-10.206 e_above_lowest_kj_mol=0.0
F 2.44505 -1.25046 0.95428 -0.5 -0.5 0.3 -0.2424
Si 1.70934 -0.08553 0.17559 2.5 0.0 0.4 0.7750
F 2.48576 -0.11938 -1.18794 -0.3 0.2 -0.9 -0.2269
F 2.20226 1.21186 0.92859 -0.1 0.6 0.1 -0.2278
Si -0.49855 -0.04379 0.28667 -2.3 -0.1 0.0 0.3229
S -1.38083 -1.80647 -0.63214 0.3 0.1 0.3 -0.2910
S -1.32741 1.71238 -0.60260 0.1 0.0 -0.3 -0.3044
H -0.86535 0.17608 1.71531 0.2 -0.5 -0.1 -0.0741
H -2.21387 -1.11622 -1.42185 0.1 0.1 0.0 0.1297
H -2.55640 1.32153 -0.21592 0.1 0.1 0.0 0.1392



# 2
9
Properties=species:S:1:pos:R:3:forces:R:3:mulliken_charge:R:1 method="wB97M-V/def2-TZVPD" smiles=F[Si](F)(F)[SiH2]S homo_ev=-9.805 e_above_lowest_kj_mol=110.0
F 0.97414 -1.20820 -1.79991 -0.3 0.0 0.6 -0.2464
Si -0.09210 -0.02864 -1.62213 -0.7 -0.5 0.7 0.7423
F 0.27893 0.79723 -2.92699 -0.4 0.6 0.2 -0.2390
F -1.56538 -0.69919 -1.87744 1.4 0.8 0.4 -0.2799
Si 0.20245 0.79947 0.90498 -0.4 -2.9 -2.0 0.3497
S -1.07258 -0.29911 2.18925 -0.1 -1.4 0.9 -0.3093
H 1.30069 -0.11372 1.11515 1.2 0.4 -0.1 -0.0811
H 0.17341 2.10021 1.42567 0.2 1.6 0.0 -0.1039
H -0.19956 -1.34806 2.59143 -0.9 1.5 -0.8 0.1676



# 3
9
Properties=species:S:1:pos:R:3:forces:R:3:mulliken_charge:R:1 method="wB97M-V/def2-TZVPD" smiles="O=S(=O)(NF)N(F)F" homo_ev="-11.192 / -11.193" e_above_lowest_kj_mol=123.8
O -0.52487 1.06354 -1.50254 1.0 -0.4 1.2 -0.4850
S 0.01002 0.61213 -0.24374 -2.2 -2.7 -0.8 1.0774
O 0.69104 1.39675 0.72664 0.4 -0.1 -0.2 -0.4894
N -1.25548 -0.19932 0.69601 2.2 0.9 0.1 -0.1521
F -2.38421 -0.41651 -0.08221 0.3 0.7 0.8 -0.1505
N 1.12554 -1.14280 -0.61615 -1.9 3.1 0.3 0.1572
F 1.52679 -1.41272 0.65594 0.5 0.0 -0.2 -0.1125
F 2.12527 -0.35327 -1.17273 0.9 -0.7 0.1 -0.1641
H -1.31408 0.45221 1.53878 -1.3 -0.8 -1.4 0.3191



# 4
7
Properties=species:S:1:pos:R:3:forces:R:3:mulliken_charge:R:1 method="wB97M-V/def2-TZVPD" smiles="O=S(=O)(F)N(F)F" homo_ev=-12.619 e_above_lowest_kj_mol=60.8
O -1.19885 0.43714 -1.28671 -0.3 0.4 -1.7 -0.4424
S -0.06297 0.51767 -0.48216 -1.3 3.8 2.7 1.2084
O 1.24593 0.98747 -0.76716 -0.9 -0.8 0.1 -0.4253
F -0.63204 1.47870 0.89858 1.4 -1.9 -2.9 -0.3272
N -0.25993 -0.90412 0.42898 -0.6 -0.5 0.2 0.2560
F 0.40053 -1.87358 -0.26974 0.4 -0.4 -0.3 -0.1545
F 0.50732 -0.64328 1.47821 1.4 -0.6 2.0 -0.1152



# 5
7
Properties=species:S:1:pos:R:3:forces:R:3:mulliken_charge:R:1 method="wB97M-V/def2-TZVPD" homo_ev="-11.081 / -11.277" e_above_lowest_kj_mol=87.7
N -0.48256 0.73158 -1.04570 0.6 -2.1 2.3 0.1178
O 1.01849 -1.69679 -0.03949 -0.6 0.3 0.9 -0.4280
O -0.09535 -0.26861 1.84567 1.1 -0.7 -1.8 -0.4149
F -1.35888 -0.27074 -1.45690 0.4 0.9 0.2 -0.1265
F -1.22085 1.47803 -0.17763 -0.2 -0.1 -0.5 -0.0990
F 1.86256 0.45841 0.55261 -0.7 -0.4 0.3 -0.1774
S 0.58456 -0.48864 0.58668 -0.5 2.1 -1.5 1.1281



# 6
7
Properties=species:S:1:pos:R:3:forces:R:3:mulliken_charge:R:1 method="wB97M-V/def2-TZVPD" homo_ev="-11.185 / -11.281" e_above_lowest_kj_mol=79.6
N 1.36274 -0.22921 0.24587 -2.9 0.4 -0.7 0.1274
O -0.98057 -0.44071 -1.68401 -0.1 -0.1 0.1 -0.4327
O -1.45914 1.03765 0.28112 0.0 0.0 0.2 -0.3985
F 1.83172 0.74870 -0.57453 0.2 0.0 0.1 -0.1073
F 1.29208 0.37964 1.45614 0.2 0.0 -0.1 -0.0953
F -1.19931 -1.40961 0.59540 0.3 1.6 -1.2 -0.2103
S -0.84751 -0.08647 -0.32000 2.3 -2.0 1.5 1.1168



# 7
6
Properties=species:S:1:pos:R:3:forces:R:3:mulliken_charge:R:1 method="wB97M-V/def2-TZVPD" homo_ev="-9.018 / -8.780" spin_multiplicity=7 e_above_lowest_kj_mol=80.5
Fe -0.19598 -1.14822 -1.55546 0.8 1.0 5.5 1.2576
Pt 0.31612 2.29173 -0.18719 -1.1 -0.1 -0.9 0.6162
F 0.16509 -2.36610 0.55246 -0.5 0.8 -2.9 -0.6290
F 0.21573 0.20413 0.04482 -0.2 -1.4 -2.0 -0.4794
F -1.31545 2.02555 -1.54769 1.1 -0.3 0.5 -0.7316
F 0.81450 -1.00709 2.69306 0.0 -0.1 -0.2 -0.0339



# 8
9
Properties=species:S:1:pos:R:3:forces:R:3:mulliken_charge:R:1 method="wB97M-V/def2-TZVPD" smiles="O=S(=O)(N(F)F)N(F)F" homo_ev=-11.117 e_above_lowest_kj_mol=0.0
O -0.60768 -1.05260 -1.43403 0.4 0.5 1.4 -0.4655
S -0.12691 -0.70996 -0.11947 1.4 -0.5 -0.4 1.0596
O 0.27654 -1.70094 0.84834 -0.9 1.3 -0.7 -0.4753
N -1.29333 0.66809 0.57817 1.3 -2.2 1.7 0.2085
F -1.24033 1.47273 -0.45493 -0.5 1.5 -1.7 -0.0859
F -2.50029 0.01677 0.49847 -0.2 0.1 -0.3 -0.1543
N 1.48988 0.47593 -0.39577 -2.0 -0.5 -1.1 0.1659
F 1.52505 1.25147 0.70814 0.1 0.1 0.8 -0.1245
F 2.47706 -0.42149 -0.22893 0.4 -0.4 0.4 -0.1285



| no. | total energy (eV) |
| --- | --- |
| 1 | -45633.5317 |
| 2 | -34796.2949 |
| 3 | -26070.9678 |
| 4 | -24567.0837 |
| 5 | -24566.8052 |
| 6 | -24566.8888 |
| 7 | -48494.0158 |
| 8 | -28770.4782 |